This record from the OMol25 dataset describes one molecule with the formula C5H15N3O in a non-equilibrium geometry. The level of theory is the ωB97M-V functional and the def2-TZVPD basis.

DFT total energy = -438.966205 Ha
HOMO = -8.697 eV
HOMO-LUMO gap = 9.6 eV
SMILES string = CCN(N)[C@H](O)N(C)C
relative energy (zero: lowest compared OMol25 entry of this formula, charge and spin) = 1.871 eV
lowest unoccupied orbital energy = 0.90 eV

Last column: Löwdin charge in e.
Atoms and positions in Å:
C1 0.241686 -1.455328 -0.778808  -0.22
C2 1.459405 1.272366 1.873142  -0.09
C3 0.778323 1.833581 -0.365881  -0.09
C4 -0.017839 -1.850955 -2.221356  -0.10
N1 0.826430 0.800134 0.656318  -0.23
H1 0.200401 -2.337599 -0.121458  0.11
H2 1.227450 -1.006046 -0.669726  0.10
H3 2.446206 1.658989 1.622489  0.08
H4 0.880353 2.063615 2.368333  0.09
H5 1.575316 0.437420 2.562529  0.08
H6 0.212132 1.456978 -1.214681  0.08
H7 0.320445 2.765442 -0.003816  0.09
H8 1.797522 2.051469 -0.683862  0.09
H9 0.710726 -2.594115 -2.538562  0.07
H10 0.060502 -0.978752 -2.865172  0.07
H11 -1.018135 -2.262656 -2.316729  0.06
N2 -2.057435 -1.254035 -0.137367  0.04
C5 -0.452555 0.170341 0.894942  -0.46
O1 -1.472793 1.053886 1.294593  0.00
N3 -0.860332 -0.513504 -0.319838  -0.19
H12 -1.672343 1.621487 0.539227  0.09
H13 -2.819530 -0.588913 -0.041991  0.08
H14 -2.034157 -1.815098 0.722407  0.09
H15 -0.331776 -0.528706 1.745267  0.16

Cartesian forces (eV/Å) of the 6 atoms listed first:
-1.32 0.09 -0.04
-0.16 -0.04 -0.08
0.04 -0.16 0.09
0.04 -0.04 0.29
-0.20 0.14 0.24
0.11 -0.02 -0.07